Entry from the Open Molecules 2025 dataset: a structure of composition C30H58F3FeO28Rb in a non-equilibrium geometry (ωB97M-V/def2-TZVPD).

Geometry as XYZ:
```
121
Properties=species:S:1:pos:R:3:lowdin_charge:R:1
Fe 3.211 -1.551 0.138 0.88
Rb 1.530 -5.404 -1.383 0.88
C -0.110 -1.015 -6.061 -0.52
O -1.436 -1.150 -5.552 -0.09
O 0.334 -2.263 -6.379 -0.24
C -0.060 0.104 -7.169 -0.53
F -0.343 1.327 -6.633 0.09
F 1.215 0.201 -7.593 0.10
F -0.752 -0.080 -8.314 0.12
C -1.842 -0.229 -4.566 -0.29
C -3.321 -0.397 -4.219 -0.05
H -3.437 -1.211 -3.501 0.04
H -3.742 0.533 -3.837 0.06
H -3.917 -0.703 -5.081 0.08
H -1.716 0.828 -4.813 0.09
H -1.273 -0.305 -3.627 0.09
H 0.445 -0.607 -5.198 0.12
O 1.760 -0.404 0.994 -0.34
C 0.565 -0.691 0.294 -0.32
C 0.593 -1.785 -0.864 -0.35
O 1.802 -2.452 -1.063 -0.45
H 0.058 0.212 -0.067 0.07
H -0.181 -1.031 1.032 0.06
H 0.301 -1.261 -1.786 0.08
H -0.247 -2.495 -0.784 0.08
C 5.192 -3.741 3.055 -0.03
O 3.994 -3.369 3.702 0.03
C 2.938 -3.155 2.938 -0.58
O 2.954 -3.100 1.727 0.06
O 1.873 -3.163 3.721 0.03
C 0.609 -2.676 3.274 -0.01
H 5.204 -4.780 2.723 0.10
H 5.952 -3.591 3.820 0.10
H 5.440 -3.104 2.206 0.09
H 0.227 -3.116 2.352 0.10
H 0.835 -1.690 2.840 0.07
H -0.080 -2.439 4.076 0.10
C 0.636 1.717 -2.313 -0.05
O -0.508 2.071 -3.013 0.00
C -1.399 2.946 -2.557 -0.60
O -1.315 3.433 -1.442 0.10
O -2.347 3.049 -3.443 0.02
C -3.567 3.683 -3.022 -0.01
H 0.590 1.801 -1.227 0.06
H 1.491 2.241 -2.742 0.11
H 0.794 0.654 -2.518 0.09
H -3.464 4.763 -3.134 0.10
H -3.813 3.502 -1.978 0.08
H -4.304 3.350 -3.747 0.10
C 0.020 2.669 2.090 -0.03
O 0.910 3.767 2.012 0.00
C 1.510 4.221 3.114 -0.61
O 1.324 3.740 4.204 0.12
O 2.281 5.243 2.782 0.00
C 3.013 5.890 3.827 -0.02
H 0.407 1.869 2.719 0.07
H -0.035 2.299 1.066 0.08
H -0.993 2.954 2.374 0.10
H 2.528 5.740 4.790 0.09
H 3.277 6.900 3.535 0.10
H 3.917 5.273 3.847 0.10
C -4.346 3.074 1.287 -0.03
O -4.203 2.208 0.163 -0.01
C -4.184 0.899 0.419 -0.60
O -4.572 0.382 1.428 0.14
O -3.542 0.298 -0.587 0.01
C -3.206 -1.058 -0.435 -0.05
H -3.781 2.790 2.172 0.08
H -5.397 3.329 1.408 0.10
H -3.872 4.021 1.016 0.09
H -2.496 -1.388 -1.189 0.07
H -4.142 -1.608 -0.558 0.11
H -2.789 -1.363 0.528 0.09
C 7.166 0.716 3.674 -0.01
O 6.404 0.184 2.578 0.02
C 5.100 -0.042 2.549 -0.57
O 4.571 -0.572 1.612 0.09
O 4.503 0.530 3.592 0.01
C 3.087 0.621 3.698 0.00
H 8.017 0.033 3.665 0.10
H 6.686 0.606 4.642 0.10
H 7.543 1.704 3.428 0.10
H 2.643 -0.360 3.868 0.09
H 2.672 1.056 2.789 0.08
H 2.852 1.259 4.546 0.10
C -1.757 0.590 3.778 -0.04
O -2.501 -0.318 4.601 -0.01
C -2.810 0.149 5.836 -0.61
O -2.370 1.149 6.340 0.14
O -3.674 -0.691 6.349 0.03
C -4.211 -0.430 7.607 -0.07
H -2.435 1.390 3.481 0.08
H -1.584 0.021 2.865 0.09
H -0.887 0.911 4.345 0.10
H -4.955 0.363 7.671 0.10
H -3.469 -0.103 8.347 0.09
H -4.480 -1.367 8.094 0.10
C 4.911 -0.338 -3.496 -0.03
O 4.229 0.820 -3.072 0.07
C 3.983 0.921 -1.791 -0.57
O 3.948 -0.036 -1.028 0.04
O 3.675 2.159 -1.499 0.05
C 3.307 2.410 -0.118 0.02
H 4.950 -0.434 -4.584 0.11
H 4.557 -1.318 -3.187 0.10
H 5.989 -0.232 -3.345 0.10
H 3.258 3.475 0.093 0.10
H 3.983 1.911 0.571 0.09
H 2.280 2.074 0.013 0.07
C -2.447 -3.920 -3.293 -0.02
O -3.873 -3.742 -3.308 -0.01
C -4.537 -4.264 -4.326 -0.62
O -4.103 -4.404 -5.444 0.14
O -5.768 -4.541 -3.902 0.00
C -6.657 -5.287 -4.750 -0.02
H -2.157 -4.866 -2.832 0.09
H -1.947 -3.068 -2.835 0.07
H -2.064 -3.889 -4.315 0.10
H -6.774 -6.230 -4.217 0.09
H -6.215 -5.386 -5.739 0.09
H -7.637 -4.820 -4.825 0.09
```

The calculation puts the HOMO energy (alpha / beta) at -5.124 / -5.124 eV. Its spin multiplicity is 5. The net charge is 0. Its electronic energy is -4871.88099 Ha. Its molar mass is 1065.07 g mol⁻¹.